Density functional theory data (wB97M-V/def2-TZVPD) for a cluster of 2 separate species, C2H3O4S2 in total.

The geometry in ORCA input format:
```
! wB97M-V def2-TZVPD RIJCOSX def2/J DEFGRID3
* xyz -1 1
C 0.504 -1.626 0.160
C -2.064 1.000 -0.105
O 3.099 0.013 0.091
O -0.261 -2.463 -0.244
O 0.418 -0.377 0.168
O 1.601 1.881 -0.605
S -3.417 0.126 0.004
S 1.936 0.840 0.387
H 1.639 -1.976 0.500
H -1.511 1.176 0.691
H -1.943 1.405 -1.047
*
```

Values from the calculation:
Energy above the lowest of the compared OMol25 structures with the same formula, charge and spin in kcal per mole: 44.8
M in g/mol: 155.176
F_max in eV Å⁻¹: 5.087
Orbital gap in eV: 8.40
E in eV: -31983.427

=====

Density functional theory data (wB97M-V/def2-TZVPD) for an isolated molecule of C5H4N2.

The geometry in ORCA input format:
```
! wB97M-V def2-TZVPD RIJCOSX def2/J DEFGRID3
* xyz 0 1
C -1.749 1.383 1.747
C -1.095 0.733 0.974
C -0.250 0.001 0.096
C 0.034 -1.392 0.077
N 0.991 -1.685 -0.785
N 1.297 -0.507 -1.363
C 0.594 0.526 -0.857
H -2.321 1.953 2.443
H -0.423 -2.171 0.675
H 2.200 -0.371 -1.775
H 0.723 1.530 -1.232
*
```

Values from the calculation:
Structure (SMILES): C#Cc1cn[nH]c1
Energy above the lowest of the compared OMol25 structures with the same formula, charge and spin in kcal per mole: 44.2
M in g/mol: 92.101
F_max in eV Å⁻¹: 0.637
Orbital gap in eV: 9.88
E in eV: -8227.576

=====

Density functional theory data (wB97M-V/def2-TZVPD) for a cluster of 13 separate species, C4H18F12O21S4 in total.

The geometry in ORCA input format:
```
! wB97M-V def2-TZVPD RIJCOSX def2/J DEFGRID3
* xyz -4 1
C -13.715 3.490 -14.467
F -13.169 4.308 -15.359
F -13.602 4.030 -13.241
F -15.030 3.405 -14.753
S -13.058 1.718 -14.575
O -11.638 1.790 -14.290
O -13.789 1.003 -13.550
O -13.379 1.409 -15.956
C -11.271 7.630 -10.834
F -10.251 8.036 -10.108
F -10.879 7.530 -12.115
F -11.709 6.427 -10.492
S -12.640 8.895 -10.782
O -13.798 8.162 -11.304
O -12.801 9.290 -9.390
O -12.277 9.987 -11.682
C -8.479 10.251 -14.390
F -8.104 9.444 -15.389
F -8.900 11.394 -14.944
F -9.531 9.707 -13.782
S -7.091 10.533 -13.144
O -5.949 9.871 -13.752
O -7.004 11.973 -13.049
O -7.511 9.841 -11.929
C -9.059 8.810 -5.578
F -10.350 8.442 -5.736
F -8.330 8.318 -6.571
F -8.994 10.139 -5.666
S -8.471 8.129 -3.910
O -7.382 9.011 -3.521
O -9.637 8.183 -3.049
O -8.061 6.788 -4.285
O -15.840 10.559 -8.065
H -16.620 10.216 -7.624
H -15.319 9.767 -8.272
O -12.858 8.040 -6.848
H -13.001 8.318 -7.769
H -11.975 8.296 -6.553
O -15.669 7.764 -9.121
H -15.040 7.851 -9.862
H -16.520 7.989 -9.504
O -9.915 2.337 -12.276
H -10.111 2.369 -13.227
H -10.735 2.627 -11.867
O -14.954 6.677 -13.334
H -14.393 5.897 -13.289
H -14.712 7.320 -12.644
O -12.117 11.790 -8.651
H -11.394 11.792 -9.292
H -12.630 10.993 -8.882
O -12.698 11.705 -14.452
H -12.464 11.132 -15.188
H -13.057 11.099 -13.793
O -14.303 11.853 -11.941
H -14.234 12.245 -12.816
H -13.508 11.293 -11.859
O -9.779 11.174 -11.164
H -9.083 10.486 -11.194
H -10.582 10.767 -11.526
*
```

Values from the calculation:
Energy above the lowest of the compared OMol25 structures with the same formula, charge and spin in kcal per mole: 0.0
M in g/mol: 758.411
F_max in eV Å⁻¹: 1.737
Orbital gap in eV: 8.39
E in eV: -123391.072

=====

Density functional theory data (wB97M-V/def2-TZVPD) for the ion C2H9N2Si with charge +1.

The geometry in ORCA input format:
```
! wB97M-V def2-TZVPD RIJCOSX def2/J DEFGRID3
* xyz 1 1
C -2.431 0.815 -0.755
Si -0.925 0.057 0.264
C 1.288 -0.354 0.261
N 1.726 -1.018 1.308
N 2.169 0.068 -0.617
H -3.158 -0.045 -0.927
H -2.928 1.696 -0.298
H -2.429 1.249 -1.797
H -1.167 -1.289 -0.437
H -1.056 0.450 1.737
H 0.996 -1.225 1.960
H 2.675 -1.223 1.347
H 2.011 0.809 -1.348
H 3.230 0.011 -0.698
*
```

Values from the calculation:
Structure (SMILES): C[SiH2]C(N)=[NH2+]
Energy above the lowest of the compared OMol25 structures with the same formula, charge and spin in kcal per mole: 0.0
M in g/mol: 89.194
F_max in eV Å⁻¹: 4.210
Orbital gap in eV: 10.73
E in eV: -13069.364

=====

Density functional theory data (wB97M-V/def2-TZVPD) for an isolated molecule of C2H2N2O.

The geometry in ORCA input format:
```
! wB97M-V def2-TZVPD RIJCOSX def2/J DEFGRID3
* xyz 0 1
C -0.501 0.534 -0.482
C 0.224 -0.537 -0.401
O 0.573 -0.789 0.997
N 0.376 0.280 1.506
N -0.227 1.141 0.724
H -0.883 0.827 -1.405
H 0.439 -1.455 -0.940
*
```

Values from the calculation:
Structure (SMILES): c1conn1
Energy above the lowest of the compared OMol25 structures with the same formula, charge and spin in kcal per mole: 81.7
M in g/mol: 70.051
F_max in eV Å⁻¹: 9.322
Orbital gap in eV: 11.52
E in eV: -7130.302

=====

Density functional theory data (wB97M-V/def2-TZVPD) for a structure of composition C38H58AsInN7O2S4.

The geometry in ORCA input format:
```
! wB97M-V def2-TZVPD RIJCOSX def2/J DEFGRID3
* xyz 1 1
In -0.172 0.041 1.269
C -0.245 3.175 2.643
N -0.096 2.644 1.272
C 1.141 3.165 0.690
C -1.300 2.881 0.517
C -1.430 3.912 -0.396
C -2.612 4.073 -1.111
C -3.634 3.151 -0.940
C -3.505 2.105 -0.032
C -2.360 1.978 0.760
N -2.083 1.001 1.719
C -3.020 0.181 2.337
C -4.408 0.372 2.364
C -5.245 -0.528 3.010
C -4.728 -1.635 3.666
C -3.350 -1.788 3.729
C -2.512 -0.884 3.106
N -1.075 -0.924 3.283
C -0.504 -2.249 3.554
C -0.725 -0.013 4.406
H -0.160 4.266 2.626
H -1.218 2.903 3.039
H 0.535 2.780 3.286
H 1.978 2.805 1.288
H 1.249 2.807 -0.327
H 1.171 4.261 0.690
H -0.610 4.605 -0.548
H -2.728 4.907 -1.793
H -4.549 3.246 -1.513
H -4.285 1.362 0.036
H -4.833 1.251 1.904
H -6.314 -0.348 3.010
H -5.382 -2.342 4.161
H -2.929 -2.603 4.307
H -0.775 -2.616 4.548
H -0.851 -2.944 2.797
H 0.584 -2.182 3.503
H -1.220 -0.354 5.318
H 0.348 -0.014 4.562
H -1.061 0.994 4.177
O 2.410 1.752 4.671
C 3.542 1.044 4.448
C 4.598 1.262 5.330
C 5.788 0.584 5.169
C 5.950 -0.326 4.125
C 4.905 -0.548 3.257
C 3.683 0.124 3.397
C 2.580 -0.158 2.442
O 1.470 0.531 2.550
N 2.769 -1.082 1.556
N 1.677 -1.291 0.705
C 2.012 -2.137 -0.217
S 3.651 -2.776 -0.190
C 3.477 -3.724 -1.723
C 2.043 -4.187 -1.819
S 0.983 -2.752 -1.488
H 1.790 1.502 3.962
H 4.455 1.972 6.135
H 6.601 0.765 5.862
H 6.886 -0.854 3.998
H 5.004 -1.254 2.442
H 4.171 -4.563 -1.671
H 3.742 -3.090 -2.567
H 1.830 -4.967 -1.087
H 1.789 -4.548 -2.816
C -2.114 0.657 -5.288
C -1.991 2.048 -5.911
C -1.824 3.206 -4.926
C -0.561 3.156 -4.076
N -0.729 2.189 -2.985
C 0.111 1.391 -2.347
S -0.596 0.145 -1.375
N 1.443 1.447 -2.439
C 2.315 2.374 -3.166
C 2.728 1.886 -4.556
C 3.892 0.895 -4.559
C 3.618 -0.428 -3.840
H -2.339 -0.083 -6.057
H -2.920 0.622 -4.550
H -1.195 0.340 -4.790
H -2.886 2.247 -6.504
H -1.151 2.061 -6.613
H -2.695 3.266 -4.262
H -1.799 4.142 -5.487
H -0.359 4.143 -3.653
H 0.282 2.873 -4.699
H -1.680 2.069 -2.663
H 1.890 0.664 -1.989
H 3.208 2.507 -2.551
H 1.826 3.342 -3.208
H 3.012 2.760 -5.149
H 1.862 1.431 -5.048
H 4.768 1.375 -4.115
H 4.151 0.688 -5.598
H 3.620 -0.319 -2.751
H 4.398 -1.153 -4.077
H 2.656 -0.855 -4.138
C -1.129 -5.161 1.390
As -2.420 -4.117 0.413
C -4.107 -4.464 1.259
C -2.547 -4.975 -1.301
S -1.995 -2.088 0.156
H -1.197 -6.195 1.054
H -1.345 -5.112 2.455
H -0.134 -4.768 1.196
H -4.242 -5.541 1.355
H -4.892 -4.037 0.640
H -4.122 -3.983 2.234
H -2.894 -6.001 -1.184
H -1.566 -4.959 -1.773
H -3.245 -4.405 -1.909
*
```

Values from the calculation:
M in g/mol: 962.937
F_max in eV Å⁻¹: 0.610
Orbital gap in eV: 7.38
E in eV: -164223.957

=====

Computed values of LUMO level (unit: eV) for the preceding records, in sequence: 2.94 0.94 7.28 -4.18 0.88 -1.86.